A structure of composition C33H39FN4P2Pt, computed with ωB97M-V/def2-TZVPD.

Geometry (Å):
Pt (0.7795, -0.3271, -2.8283)
C (-1.7338, -2.6009, 0.4330)
C (-0.8877, -2.8970, -0.5293)
C (-1.0829, -3.4301, -1.8972)
C (-1.6932, -2.6449, -3.0762)
C (-2.1522, -1.2504, -2.8358)
C (-3.2606, -1.0404, -2.1046)
C (-3.8140, -2.0242, -1.1244)
C (-3.1864, -2.2119, 0.2368)
C (-0.3038, 1.4361, -2.6438)
H (-1.2803, -2.6695, 1.4649)
H (0.2096, -2.7029, -0.4127)
H (-1.6376, -4.3815, -1.7185)
H (-0.0612, -3.7340, -2.2250)
H (-0.9068, -2.6470, -3.8515)
H (-2.4960, -3.2107, -3.5542)
H (-2.1109, -0.6494, -3.7536)
H (-3.5512, 0.0085, -1.9403)
H (-3.9780, -3.0042, -1.6186)
H (-4.7938, -1.5705, -0.9260)
H (-3.4157, -1.3204, 0.8136)
H (-3.6929, -3.0269, 0.7598)
H (0.1777, 1.9361, -1.8153)
H (-1.3654, 1.2722, -2.5302)
H (-0.0522, 1.8782, -3.6130)
P (-2.4388, -1.2075, -5.8440)
P (-0.4938, -4.5098, -5.0841)
N (-4.2569, -0.8762, -5.8205)
N (-2.2941, -0.7030, -7.4447)
N (-1.8930, -5.5072, -4.8798)
N (0.5407, -5.7834, -5.9050)
C (-2.5342, -3.0130, -6.2576)
C (-1.1835, -3.7205, -6.5901)
C (-4.9456, 0.2417, -5.3259)
C (-6.3031, 0.0799, -5.5926)
C (-6.4687, -1.1529, -6.3114)
C (-5.1906, -1.7216, -6.4404)
C (-1.4748, 0.3763, -7.8124)
C (-1.7886, 0.6805, -9.1218)
C (-2.7472, -0.2865, -9.5933)
C (-3.1025, -1.0957, -8.5315)
C (-2.0977, -6.1661, -3.6541)
C (-2.9761, -7.2193, -3.8611)
C (-3.2881, -7.2617, -5.2666)
C (-2.7504, -6.1048, -5.8350)
C (0.4800, -7.0974, -6.3980)
C (1.6313, -7.3378, -7.1534)
C (2.4181, -6.1351, -7.1272)
C (1.7450, -5.2123, -6.3602)
H (-3.2502, -3.3056, -7.0782)
H (-2.9762, -3.3468, -5.2768)
H (-1.3446, -4.4866, -7.3736)
H (-0.4223, -3.0369, -6.9885)
H (-4.3936, 1.0271, -4.7967)
H (-7.0962, 0.7702, -5.3175)
H (-7.3674, -1.6068, -6.6952)
H (-4.9187, -2.6320, -6.9481)
H (-0.7123, 0.7442, -7.1145)
H (-1.4270, 1.5172, -9.7085)
H (-3.1355, -0.4550, -10.5846)
H (-3.8212, -1.9073, -8.3995)
H (-1.6222, -5.7912, -2.7420)
H (-3.4370, -7.8601, -3.1115)
H (-3.8243, -8.0445, -5.8393)
H (-3.0071, -5.5314, -6.7370)
H (-0.3801, -7.7354, -6.1963)
H (1.8531, -8.2521, -7.6761)
H (3.3537, -5.9743, -7.6497)
H (1.9836, -4.1636, -6.1498)
F (2.7178, 0.7038, 3.1852)
C (2.1960, 0.2233, 1.9844)
C (0.8435, 0.3925, 1.7149)
C (0.2954, 0.0676, 0.4380)
C (1.1706, -0.3772, -0.5702)
C (2.4830, -0.6831, -0.2540)
C (2.9944, -0.4127, 1.0480)
H (0.1594, 0.7942, 2.4718)
H (-0.7798, 0.0801, 0.1958)
H (3.0918, -1.1475, -1.0250)
H (4.0060, -0.6564, 1.3518)

Calculated values
Spin multiplicity ... 3
E ... -2401.41021 Ha
LUMO energy (spin up / spin down) ... -0.78 / -2.31 eV
M ... 767.73 u
Strongest force on any atom ... 3.40 eV/Å
Relative energy (zero: lowest compared OMol25 entry of this formula, charge and spin) ... 4.8829 eV
HOMO-LUMO gap (spin up / spin down) ... 0.2245 / 0.2223 Eh

An isolated molecule of C25H22N4O3S, computed with ωB97M-V/def2-TZVPD.

Geometry (Å):
C (2.9387, 2.3487, 5.3009)
C (2.6445, 2.5488, 3.8454)
C (1.3902, 2.9843, 3.4342)
C (1.1015, 3.1535, 2.0940)
C (2.0642, 2.8934, 1.1282)
C (1.7544, 3.0752, -0.3224)
S (2.1355, 1.5784, -1.3112)
C (0.9956, 0.4878, -0.6014)
N (0.1879, 0.8615, 0.3228)
C (-0.6956, -0.0410, 0.8594)
C (-1.5437, 0.3872, 1.8837)
C (-2.4637, -0.4819, 2.4260)
C (-2.5656, -1.7927, 1.9658)
C (-1.7289, -2.2417, 0.9677)
C (-0.7866, -1.3778, 0.4138)
C (0.1319, -1.7809, -0.6137)
N (0.2785, -2.9230, -1.1724)
C (1.3553, -2.8150, -2.1303)
C (0.9482, -3.2245, -3.5533)
C (-0.2426, -2.4162, -4.0577)
O (-0.1809, -1.6647, -5.0043)
N (-1.3830, -2.6658, -3.3723)
C (-2.5887, -1.8968, -3.6041)
C (-2.8533, -0.9015, -2.5218)
C (-3.8053, -0.8591, -1.5453)
C (-3.5905, 0.3447, -0.8316)
C (-2.5193, 0.9382, -1.4212)
O (-2.0632, 0.1913, -2.4384)
C (1.8280, -1.3672, -2.0553)
O (2.7044, -0.7975, -2.6438)
N (1.0168, -0.8029, -1.0811)
C (3.3196, 2.4611, 1.5337)
C (3.6044, 2.2909, 2.8757)
H (2.5544, 3.1800, 5.8889)
H (2.4578, 1.4375, 5.6578)
H (4.0082, 2.2601, 5.4740)
H (0.6316, 3.1904, 4.1761)
H (0.1221, 3.4919, 1.7904)
H (2.3800, 3.8476, -0.7724)
H (0.7040, 3.3117, -0.4786)
H (-1.4552, 1.4041, 2.2293)
H (-3.1172, -0.1434, 3.2167)
H (-3.2981, -2.4581, 2.3965)
H (-1.7769, -3.2554, 0.6018)
H (2.1760, -3.4692, -1.8087)
H (1.7914, -3.0478, -4.2216)
H (0.6899, -4.2843, -3.5564)
H (-1.3135, -3.1909, -2.5093)
H (-2.4335, -1.3777, -4.5557)
H (-3.4440, -2.5731, -3.6839)
H (-4.5692, -1.5868, -1.3640)
H (-4.1541, 0.7108, 0.0011)
H (-2.0042, 1.8551, -1.2153)
H (4.0752, 2.2503, 0.7901)
H (4.5867, 1.9526, 3.1732)

Calculated values
Spin multiplicity ... 1
E ... -1808.85739 Ha
LUMO energy ... -0.10 eV
M ... 458.54 u
Strongest force on any atom ... 0.99 eV/Å
Relative energy (zero: lowest compared OMol25 entry of this formula, charge and spin) ... 0.0000 eV
HOMO-LUMO gap ... 0.3021 Eh

A structure of composition C3H4CsO4, computed with ωB97M-V/def2-TZVPD.

Geometry (Å):
O (0.6474, 2.2877, 0.5968)
C (0.2677, 1.1245, 0.6521)
C (-0.1036, 2.0399, -2.2994)
O (-0.1503, 0.4315, 1.6029)
O (0.1819, 0.3785, -0.5654)
C (0.4091, 0.9062, -1.8181)
H (0.3265, 2.4537, -3.2196)
H (-0.9403, 2.5469, -1.8187)
H (1.1934, 0.3483, -2.3356)
Cs (-1.0868, -2.5485, 1.1127)
O (2.7181, 5.4965, -5.3001)
H (3.1748, 5.9180, -6.0330)

Calculated values
Spin multiplicity ... 1
E ... -437.75579 Ha
LUMO energy ... 0.18 eV
M ... 236.97 u
Charge ... -1
Strongest force on any atom ... 1.70 eV/Å
Relative energy (zero: lowest compared OMol25 entry of this formula, charge and spin) ... 0.0000 eV
HOMO-LUMO gap ... 0.0604 Eh

A cluster of 8 separate species, C74H87F6N12O2P in total, computed with ωB97M-V/def2-TZVPD.

Geometry (Å):
C (2.9889, -7.1625, 11.6450)
N (2.5742, -6.6944, 10.2730)
C (3.5065, -6.5534, 9.3155)
C (3.1498, -6.0862, 8.0729)
C (1.8457, -5.6831, 7.7394)
C (0.9234, -5.7943, 8.7731)
C (1.2969, -6.3024, 10.0223)
C (1.4143, -5.2045, 6.3760)
C (0.6149, -6.0079, 5.6266)
C (0.0966, -5.4633, 4.4475)
N (0.5610, -4.3444, 3.9199)
C (1.4234, -3.6284, 4.5789)
C (1.8281, -4.0061, 5.8244)
C (0.0992, -3.8180, 2.5786)
H (3.2791, -8.1924, 11.6011)
H (2.1119, -7.1274, 12.2994)
H (3.8057, -6.5729, 12.0409)
H (4.5383, -6.8101, 9.5730)
H (3.9225, -6.0898, 7.3096)
H (-0.0702, -5.4138, 8.6869)
H (0.5610, -6.4313, 10.7546)
H (0.2708, -7.0031, 5.8702)
H (-0.6421, -5.9684, 3.8513)
H (1.7419, -2.6702, 4.2055)
H (2.4041, -3.3647, 6.4406)
H (0.9826, -3.9032, 1.9110)
H (-0.2225, -2.7997, 2.6082)
H (-0.7717, -4.3856, 2.2098)
C (-15.3185, -1.4008, 0.6307)
N (-14.5940, -1.5504, -0.6606)
C (-13.5185, -2.3501, -0.7419)
C (-12.7616, -2.4412, -1.8776)
C (-13.0961, -1.7056, -3.0475)
C (-14.1252, -0.8036, -2.8837)
C (-14.8332, -0.7413, -1.6955)
C (-12.2674, -1.8194, -4.3085)
C (-10.8766, -2.0364, -4.1854)
C (-10.0250, -1.9004, -5.2354)
N (-10.5170, -1.6219, -6.4794)
C (-11.8603, -1.5712, -6.6864)
C (-12.7520, -1.5766, -5.5950)
C (-9.5563, -1.4914, -7.6109)
H (-16.2456, -1.9271, 0.5648)
H (-15.5587, -0.3790, 0.8458)
H (-14.8093, -1.8167, 1.4529)
H (-13.4055, -3.0341, 0.1372)
H (-11.9730, -3.1760, -1.8774)
H (-14.4376, -0.1661, -3.7602)
H (-15.5500, 0.0327, -1.4967)
H (-10.3920, -2.2203, -3.1980)
H (-8.9425, -2.0306, -5.2061)
H (-12.2079, -1.5394, -7.7111)
H (-13.8317, -1.5231, -5.7964)
H (-8.8175, -0.7588, -7.2865)
H (-10.0830, -1.1476, -8.4739)
H (-9.0325, -2.4083, -7.7982)
C (8.6515, -9.1848, -1.3950)
N (9.9302, -9.3687, -0.6000)
C (10.7185, -10.4277, -0.9201)
C (11.8650, -10.6696, -0.2260)
C (12.4040, -9.7000, 0.6541)
C (11.6298, -8.5762, 0.8827)
C (10.3727, -8.4451, 0.2844)
C (13.8306, -9.9162, 1.2199)
C (14.1837, -11.1619, 1.7133)
C (15.4121, -11.2928, 2.3672)
N (16.2454, -10.2334, 2.5412)
C (15.9352, -9.0581, 2.0306)
C (14.7657, -8.8989, 1.3830)
C (17.5426, -10.6237, 3.1465)
H (8.6762, -8.1907, -1.8994)
H (7.8196, -9.3604, -0.6897)
H (8.5604, -10.0418, -2.0631)
H (10.3153, -11.0593, -1.7002)
H (12.5185, -11.4824, -0.4849)
H (12.1206, -7.8220, 1.4835)
H (9.7224, -7.5750, 0.4656)
H (13.4983, -12.0414, 1.8638)
H (15.6801, -12.2145, 2.8397)
H (16.6778, -8.2891, 2.1800)
H (14.4509, -7.9407, 0.9243)
H (18.1315, -9.7311, 3.3431)
H (18.1026, -11.2229, 2.4085)
H (17.4202, -11.1804, 4.1346)
C (-5.6832, 17.1362, -7.1513)
N (-4.6457, 16.3515, -6.5394)
C (-4.7551, 15.8296, -5.3125)
C (-3.8823, 14.9190, -4.7700)
C (-2.8157, 14.4409, -5.5513)
C (-2.6531, 15.0215, -6.8213)
C (-3.6155, 15.8966, -7.3233)
C (-1.9304, 13.3439, -5.0322)
C (-0.5576, 13.2691, -5.4754)
C (0.2643, 12.2792, -5.0617)
N (-0.1742, 11.3649, -4.1626)
C (-1.4319, 11.4340, -3.6662)
C (-2.3268, 12.4424, -4.0696)
C (0.6998, 10.2299, -3.7059)
H (-6.1532, 16.6253, -7.9639)
H (-5.1929, 18.0824, -7.4645)
H (-6.4445, 17.3703, -6.4408)
H (-5.5133, 16.2436, -4.6478)
H (-4.1172, 14.6008, -3.7553)
H (-1.9585, 14.6539, -7.5585)
H (-3.5126, 16.3123, -8.3340)
H (-0.1163, 13.9740, -6.1831)
H (1.2828, 12.2207, -5.3476)
H (-1.6678, 10.6334, -3.0424)
H (-3.3216, 12.4295, -3.5976)
H (0.0802, 9.5190, -3.0723)
H (1.4483, 10.6254, -3.0471)
H (1.1544, 9.7696, -4.5974)
C (-9.9369, 1.7329, 8.3304)
N (-8.5156, 2.1601, 8.1157)
C (-8.0317, 3.1187, 8.9555)
C (-6.7953, 3.6422, 8.7021)
C (-6.0127, 3.2634, 7.5669)
C (-6.6162, 2.3143, 6.7421)
C (-7.8501, 1.8049, 7.0666)
C (-4.7725, 4.0441, 7.2724)
C (-4.3507, 4.1659, 5.9573)
C (-3.3198, 4.9934, 5.5909)
N (-2.6246, 5.6229, 6.5478)
C (-2.9203, 5.4867, 7.8899)
C (-3.9999, 4.7454, 8.2912)
C (-1.4365, 6.4079, 6.1377)
H (-10.5356, 2.2922, 7.6245)
H (-10.2226, 1.9072, 9.3340)
H (-9.9493, 0.6737, 8.0639)
H (-8.4658, 3.2816, 9.9648)
H (-6.3901, 4.3257, 9.4339)
H (-6.0959, 1.9153, 5.8009)
H (-8.3493, 1.1204, 6.4341)
H (-4.9391, 3.6421, 5.2197)
H (-3.0171, 5.0758, 4.5546)
H (-2.2490, 5.9459, 8.5923)
H (-4.2773, 4.7248, 9.3473)
H (-1.4461, 6.4463, 5.0517)
H (-0.6056, 5.8846, 6.5992)
H (-1.5488, 7.4156, 6.5782)
C (6.0289, -0.9506, -12.1920)
N (5.7723, -0.7749, -10.7893)
C (4.5861, -0.9796, -10.1929)
C (4.5196, -0.8832, -8.8223)
C (5.5583, -0.4384, -8.0776)
C (6.7960, -0.1534, -8.7462)
C (6.8374, -0.3787, -10.0829)
C (5.3408, -0.1444, -6.6253)
C (5.5425, 1.2168, -6.2291)
C (5.2613, 1.5950, -4.8887)
N (4.8001, 0.6974, -3.9781)
C (4.6244, -0.5999, -4.3156)
C (4.8651, -1.0143, -5.6182)
C (4.3209, 1.1618, -2.6210)
H (6.1459, -0.0088, -12.6774)
H (5.2344, -1.6165, -12.6115)
H (6.9315, -1.5319, -12.3016)
H (3.6755, -1.2827, -10.6598)
H (3.5903, -1.0922, -8.3589)
H (7.6588, 0.2565, -8.2454)
H (7.7133, -0.1302, -10.6921)
H (5.9664, 1.9028, -6.9555)
H (5.3422, 2.6034, -4.4907)
H (4.2895, -1.2837, -3.5381)
H (4.6770, -2.0688, -5.8299)
H (5.1069, 1.6054, -2.0282)
H (3.8584, 0.2965, -2.1358)
H (3.5254, 1.8848, -2.7443)
P (-2.9343, 0.0535, 2.4110)
F (-1.6181, -0.8928, 2.0636)
F (-3.3191, 0.0938, 0.8737)
F (-3.7406, -1.3116, 2.6874)
F (-4.2012, 0.9951, 2.7911)
F (-2.4253, 0.0339, 3.9387)
F (-1.9192, 1.3678, 2.1667)
C (5.4188, -2.2992, 1.6275)
C (4.2604, -3.3133, 0.8176)
O (3.1440, -3.1356, 1.2519)
O (4.9680, -3.8762, 0.0203)
H (6.1452, -2.1347, 0.8444)
H (5.5730, -2.9178, 2.4995)
H (4.8667, -1.4288, 1.9220)

Calculated values
Spin multiplicity ... 1
E ... -4616.23545 Ha
LUMO energy ... -14.22 eV
M ... 1321.55 u
Charge ... +10
Strongest force on any atom ... 6.94 eV/Å
HOMO-LUMO gap ... 0.0813 Eh

An isolated molecule of C4H7NOS, computed with ωB97M-V/def2-TZVPD.

Geometry (Å):
N (-1.8830, -0.2692, 0.0821)
C (-0.9634, -1.2837, -0.1053)
C (0.4006, -1.3549, -0.0722)
C (1.3005, -0.2290, 0.1303)
S (2.9023, -0.3904, -0.1504)
C (0.7457, 1.1677, 0.5307)
O (-0.0591, 1.7761, -0.5142)
H (-1.5273, 0.6950, -0.0990)
H (-2.7511, -0.4621, -0.4242)
H (-1.4283, -2.2711, -0.2158)
H (0.9378, -2.3188, -0.2192)
H (1.5623, 1.8453, 0.8164)
H (0.1332, 1.0730, 1.4403)
H (0.6298, 2.0222, -1.1995)

Calculated values
Spin multiplicity ... 1
E ... -684.75618 Ha
LUMO energy ... -0.29 eV
M ... 117.17 u
Strongest force on any atom ... 2.10 eV/Å
Relative energy (zero: lowest compared OMol25 entry of this formula, charge and spin) ... 1.3849 eV
HOMO-LUMO gap ... 0.2955 Eh

A cluster of 2 separate species, C6H10O in total, computed with ωB97M-V/def2-TZVPD.

Geometry (Å):
O (0.3992, 1.4928, 1.2561)
C (0.5043, 0.4714, 0.6114)
C (0.2880, -0.8979, 1.2088)
C (-1.0784, -1.3358, 0.7182)
C (-1.6395, -0.7715, -0.3519)
C (-0.9624, 0.2844, -1.2019)
C (0.5438, 0.4499, -0.8922)
H (1.0629, -1.6027, 0.8795)
H (0.3217, -0.8090, 2.2961)
H (-1.6017, -2.0980, 1.2941)
H (-2.6550, -1.0449, -0.6341)
H (-1.4381, 1.2556, -1.0056)
H (-1.0991, 0.0589, -2.2617)
H (0.9343, 1.3816, -1.3117)
H (1.1404, -0.3883, -1.2781)
H (2.8986, 1.6255, 0.1176)
H (2.3810, 1.9281, 0.5554)

Calculated values
Spin multiplicity ... 1
E ... -309.79872 Ha
LUMO energy ... 0.94 eV
M ... 98.14 u
Strongest force on any atom ... 0.42 eV/Å
Relative energy (zero: lowest compared OMol25 entry of this formula, charge and spin) ... 1.1878 eV
HOMO-LUMO gap ... 0.3790 Eh